P) A single C5H8ClFO molecule, computed with ωB97M-V/def2-TZVPD.

CARTESIAN COORDINATES (ANGSTROEM)
C (-2.99348, -0.18173, -0.00577)
C (-1.57941, 0.14086, -0.49809)
F (-0.94925, -1.11052, -0.77954)
C (-0.66230, 0.80620, 0.52234)
O (-0.27950, -0.15692, 1.45750)
C (0.50486, 1.42685, -0.26803)
C (1.71157, 0.83918, -0.48646)
Cl (2.27933, -0.66448, 0.03311)
H (-3.31717, -1.03345, -0.62386)
H (-2.90754, -0.50957, 1.01170)
H (-3.70562, 0.65327, -0.17157)
H (-1.68347, 0.66542, -1.45073)
H (-1.08950, 1.65604, 1.02134)
H (-0.07017, -0.95516, 0.95987)
H (0.43145, 2.45124, -0.57045)
H (2.48517, 1.43032, -0.96731)

Summary:
- Net charge: 0
- SMILES: C[C@H](F)[C@@H](O)/C=C\Cl

Here are the natural (NBO) charges for atoms 1 to 5, given in e: C -0.649; C 0.196; F -0.391; C 0.024; O -0.699


Q) A single C5H8ClFO molecule, computed with ωB97M-V/def2-TZVPD.

CARTESIAN COORDINATES (ANGSTROEM)
O (-0.62160, 1.89467, 0.15194)
C (0.49136, 1.27009, -0.45266)
C (1.15851, 0.25013, 0.46326)
Cl (2.50634, -0.20652, -0.38000)
C (0.21533, -0.85751, 1.04902)
C (-0.23984, -1.50740, -0.19508)
C (-1.42957, -0.96460, -0.73834)
F (-2.14406, -0.05680, -0.06479)
H (-1.55561, 1.69575, -0.38398)
H (0.23782, 0.87855, -1.45992)
H (1.04576, 2.35224, -0.56893)
H (1.55071, 0.91961, 1.29817)
H (-0.61567, -0.43402, 1.71700)
H (0.86206, -1.52226, 1.81728)
H (0.41954, -2.15725, -0.82924)
H (-1.88108, -1.55466, -1.42372)

Summary:
- Net charge: 0
- SMILES: OC[C@H](Cl)C/C=C\F

Here are the natural (NBO) charges for atoms 1 to 5, given in e: O -0.757; C -0.093; C -0.303; Cl 0.018; C -0.471


Energies relative to the minimum, hartree: P) 0.0000; Q) 0.0904


P) A molecular structure, C16H23GaN6O7, computed with ωB97M-V/def2-TZVPD.

CARTESIAN COORDINATES (ANGSTROEM)
Ga (-0.00872, 1.33865, -0.26731)
O (5.67238, 0.29480, 1.20995)
C (4.39047, 0.46313, 0.92799)
C (3.36140, -0.22737, 1.60715)
C (2.07582, 0.03951, 1.22290)
N (1.81379, 0.91978, 0.26320)
C (2.76447, 1.55555, -0.41818)
C (4.08803, 1.35964, -0.11023)
C (2.18480, 2.41577, -1.54065)
O (2.89152, 3.07868, -2.23692)
O (0.86385, 2.29041, -1.64107)
C (0.80111, -0.58115, 1.71717)
O (0.70144, -1.37848, 2.63886)
O (-0.25172, -0.19917, 1.05693)
H (5.82324, -0.34204, 1.92098)
H (3.58048, -0.94743, 2.38469)
H (4.87881, 1.86085, -0.65133)
O (-2.04188, -1.54697, 2.66554)
N (-1.27219, -1.90128, 2.01325)
C (-5.69508, 1.02876, -3.54855)
C (-4.51171, 1.22580, -4.48981)
C (-3.89879, 2.61590, -4.34221)
C (-3.46193, 0.12687, -4.34101)
N (-2.74623, 0.19455, -3.04545)
C (-1.64780, 0.85194, -2.73045)
N (-1.43502, 0.65430, -1.44070)
N (-2.43366, -0.14094, -0.97872)
N (-3.22044, -0.41464, -1.93667)
H (-6.44063, 1.80481, -3.71857)
H (-5.39282, 1.09191, -2.50032)
H (-6.17716, 0.06288, -3.70287)
H (-4.86369, 1.11354, -5.51890)
H (-3.62076, 2.82133, -3.30249)
H (-4.62112, 3.37910, -4.62849)
H (-3.01798, 2.74900, -4.97608)
H (-2.69745, 0.20720, -5.11246)
H (-3.90828, -0.86415, -4.38097)
H (-1.03170, 1.43694, -3.39531)
C (-1.25482, 4.51427, -0.86880)
C (-1.84392, 3.66143, 0.22522)
O (-0.89030, 2.66952, 0.77205)
C (-0.38384, 2.95429, 2.12481)
C (0.62194, 4.07768, 2.12635)
H (-1.99862, 5.26247, -1.14642)
H (-1.00277, 3.93704, -1.75634)
H (-0.35666, 5.03418, -0.53986)
H (-2.69846, 3.08079, -0.12062)
H (-2.16318, 4.25692, 1.07773)
H (0.04945, 2.01834, 2.47354)
H (-1.25175, 3.17159, 2.74486)
H (0.97333, 4.23204, 3.14706)
H (0.18379, 5.01416, 1.78407)
H (1.48482, 3.84471, 1.49969)

Summary:
- Net charge: +2

Here are the natural (NBO) charges for atoms 1 to 5, given in e: Ga 1.976; O -0.590; C 0.409; C -0.250; C 0.118


Q) A molecular structure, C16H23GaN6O7, computed with ωB97M-V/def2-TZVPD.

CARTESIAN COORDINATES (ANGSTROEM)
Ga (0.19286, 1.09948, 0.34742)
O (-5.76113, 1.11222, 0.29420)
C (-4.43950, 1.13325, 0.34391)
C (-3.71372, 1.70753, 1.39799)
C (-2.34259, 1.66751, 1.32593)
N (-1.74066, 1.10462, 0.28561)
C (-2.40440, 0.53926, -0.72092)
C (-3.76918, 0.52789, -0.74426)
C (-1.43447, -0.03418, -1.72893)
O (-1.90865, -0.59161, -2.74236)
O (-0.21014, 0.10012, -1.44740)
C (-1.34081, 2.20692, 2.35290)
O (-1.72415, 2.72720, 3.35860)
O (-0.08588, 2.00442, 1.99072)
H (-6.17110, 1.53793, 1.06004)
H (-4.19468, 2.17061, 2.25048)
H (-4.32836, 0.07530, -1.55006)
O (-1.40816, -1.40857, -5.00098)
N (-0.89323, -1.61139, -4.07474)
C (2.92927, 0.72068, 4.74625)
C (3.01385, -0.78612, 4.96434)
C (1.78431, -1.32168, 5.69022)
C (3.28310, -1.54004, 3.65947)
N (2.18498, -1.36726, 2.68805)
C (1.03234, -2.05170, 2.56810)
N (0.29571, -1.50607, 1.63315)
N (1.04795, -0.48220, 1.20897)
N (2.17159, -0.37661, 1.83661)
H (2.86054, 1.23164, 5.70554)
H (2.04110, 0.99861, 4.17206)
H (3.80988, 1.10433, 4.22764)
H (3.89501, -1.00196, 5.57514)
H (0.86217, -1.07792, 5.15397)
H (1.70181, -0.86226, 6.67387)
H (1.83239, -2.40285, 5.83725)
H (3.37754, -2.61174, 3.82690)
H (4.18131, -1.17806, 3.16380)
H (0.77654, -2.91662, 3.15590)
C (3.97618, 2.00313, -0.01331)
C (2.83625, 1.53594, -0.88111)
O (1.56004, 2.15269, -0.47638)
C (1.38534, 3.53582, -0.95297)
C (0.04354, 4.07092, -0.53396)
H (4.88087, 1.47784, -0.32197)
H (3.78597, 1.77797, 1.03504)
H (4.16714, 3.06892, -0.12273)
H (2.67604, 0.46199, -0.80068)
H (2.97566, 1.77995, -1.93412)
H (1.49044, 3.49390, -2.03685)
H (2.19928, 4.11828, -0.52924)
H (-0.77552, 3.47370, -0.94570)
H (-0.06795, 5.07630, -0.93970)
H (-0.04360, 4.13486, 0.54933)

Summary:
- Net charge: +2

Here are the natural (NBO) charges for atoms 1 to 5, given in e: Ga 1.961; O -0.598; C 0.409; C -0.266; C 0.166


Energies relative to the minimum, hartree: P) 0.0086; Q) 0.0000